[1]
The following is a DFT calculation (ωB97M-V with the def2-TZVPD basis set) of 2 unconnected molecules or ions with the total composition C5H10ClN2.

Values from the calculation:
- Largest force on an atom: 2.65 eV Å⁻¹
- Kohn-Sham gap: 7.94 eV
- Highest occupied orbital energy: -12.2 eV
- LUMO: -4.3 eV
- Calculated total energy: -765.76845 Ha

Structure (ORCA input):
```
! wB97M-V def2-TZVPD RIJCOSX def2/J DEFGRID3
* xyz 1 1
C -1.099 -3.611 -0.913
C 0.303 0.655 -1.334
C -0.798 1.607 0.841
C 1.743 0.855 0.822
C 0.349 0.727 0.196
N -0.147 -0.526 0.529
N -0.673 -1.454 0.737
Cl -1.968 -4.331 0.213
H -0.742 0.350 -1.652
H 0.341 1.680 -1.560
H 1.074 0.101 -1.912
H -0.898 1.497 1.958
H -1.815 1.203 0.356
H -0.761 2.644 0.541
H 2.585 0.477 0.225
H 1.977 1.934 0.986
H 1.663 0.379 1.840
H -1.135 -4.187 -1.874
*
```



[2]
The following is a DFT calculation (ωB97M-V with the def2-TZVPD basis set) of a gas-phase ion, C5H10ClN4 (charge +1).

Values from the calculation:
- Largest force on an atom: 4.11 eV Å⁻¹
- Kohn-Sham gap (alpha / beta): 6.84 / 6.84 eV
- Highest occupied orbital energy (alpha / beta): -12.1 / -12.1 eV
- SMILES: C/C=[NH+]/C(C)=N\C(Cl)=N\N
- LUMO (alpha / beta): -5.3 / -5.3 eV
- Calculated total energy: -875.38641 Ha

Structure (ORCA input):
```
! wB97M-V def2-TZVPD RIJCOSX def2/J DEFGRID3
* xyz 1 1
C -1.384 -1.956 -0.729
C -0.767 -0.728 -0.316
N 0.495 -0.497 -0.275
C 1.271 0.467 0.488
C 2.704 0.163 0.450
N 0.922 1.424 1.254
C -0.186 2.144 1.461
Cl -0.065 2.654 3.124
N -0.985 2.580 0.611
N -1.857 3.524 0.933
H -2.175 -1.767 -1.521
H -1.748 -2.391 0.262
H -0.709 -2.660 -1.183
H -1.332 0.104 0.102
H 1.224 -1.128 -0.620
H 2.892 -0.816 0.978
H 3.482 0.815 0.763
H 2.766 0.169 -0.712
H -1.737 3.847 1.870
H -1.971 4.184 0.153
*
```



[3]
The following is a DFT calculation (ωB97M-V with the def2-TZVPD basis set) of a molecular structure, C5H10EuOP.

Values from the calculation:
- Largest force on an atom: 2.11 eV Å⁻¹
- Kohn-Sham gap (alpha / beta): 5.02 / 5.32 eV
- Highest occupied orbital energy (alpha / beta): -5.5 / -6.0 eV
- LUMO (alpha / beta): -0.5 / -0.7 eV
- Calculated total energy: -1323.15980 Ha

Structure (ORCA input):
```
! wB97M-V def2-TZVPD RIJCOSX def2/J DEFGRID3
* xyz 0 7
C -0.779 0.486 -1.363
C -1.134 1.653 -2.081
C -0.028 2.557 -2.059
C 1.044 1.938 -1.354
C 0.603 0.669 -0.897
Eu -0.969 -1.011 2.146
P 0.095 -3.129 0.444
H -1.376 -0.420 -1.225
H -2.091 1.835 -2.570
H -0.005 3.545 -2.516
H 1.202 -0.099 -0.401
H 2.037 2.357 -1.199
H 1.425 -3.155 -0.101
H -0.574 -3.504 -0.775
H 0.140 -4.458 0.992
O 0.540 0.859 2.055
H 1.380 0.998 2.529
H 0.437 1.594 1.416
*
```



[4]
The following is a DFT calculation (ωB97M-V with the def2-TZVPD basis set) of C5H10F2O in the gas phase.

Values from the calculation:
- Largest force on an atom: 3.94 eV Å⁻¹
- Kohn-Sham gap: 12.01 eV
- Highest occupied orbital energy: -11.2 eV
- SMILES: CC(C)(F)[C@](C)(O)F
- LUMO: 0.8 eV
- Calculated total energy: -471.46016 Ha

Structure (ORCA input):
```
! wB97M-V def2-TZVPD RIJCOSX def2/J DEFGRID3
* xyz 0 1
C 0.997 1.453 -0.194
C 0.474 0.051 -0.587
C 1.448 -1.007 -0.069
F 0.500 -0.061 -1.975
C -0.963 -0.158 -0.175
C -1.501 0.149 1.323
O -1.366 -1.493 -0.478
F -1.675 0.651 -1.095
H 0.374 2.107 -0.790
H 1.989 1.601 -0.465
H 0.863 1.631 0.929
H 1.336 -1.925 -0.577
H 1.059 -1.198 1.001
H 2.507 -0.696 -0.404
H -2.514 -0.222 1.250
H -1.328 1.248 1.621
H -0.950 -0.354 2.037
H -1.249 -1.775 -1.350
*
```



[5]
The following is a DFT calculation (ωB97M-V with the def2-TZVPD basis set) of 2 unconnected molecules or ions with the total composition C5H10F3N3OP.

Values from the calculation:
- Largest force on an atom: 4.30 eV Å⁻¹
- Kohn-Sham gap: 6.15 eV
- Highest occupied orbital energy: -3.0 eV
- LUMO: 3.1 eV
- Calculated total energy: -1076.92497 Ha

Structure (ORCA input):
```
! wB97M-V def2-TZVPD RIJCOSX def2/J DEFGRID3
* xyz -1 1
N 1.539 -2.611 1.003
P 0.398 -1.710 0.259
N 0.262 -0.234 1.156
C 0.533 0.968 0.334
C 1.905 0.936 -0.484
O 2.712 2.082 -0.064
C 1.635 1.153 -2.055
F 0.526 0.485 -2.534
F 1.402 2.536 -2.219
F 2.779 0.837 -2.812
H 1.126 -3.505 1.295
H -0.806 -2.465 0.207
H 0.869 -1.524 -1.088
H -0.351 1.263 -0.341
H 0.632 1.840 1.070
H 2.547 0.027 -0.297
H 3.383 1.703 0.531
C -3.730 0.158 1.058
C -3.100 -1.184 0.910
N -2.604 -2.229 0.788
H -4.696 0.062 1.556
H -3.083 0.804 1.652
H -3.878 0.608 0.075
*
```



[6]
The following is a DFT calculation (ωB97M-V with the def2-TZVPD basis set) of 2 unconnected molecules or ions with the total composition C5H10F3NO.

Values from the calculation:
- Largest force on an atom: 5.59 eV Å⁻¹
- Kohn-Sham gap (alpha / beta): 8.84 / 6.60 eV
- Highest occupied orbital energy (alpha / beta): -9.2 / -7.6 eV
- LUMO (alpha / beta): -0.4 / -1.0 eV
- Calculated total energy: -625.97835 Ha

Structure (ORCA input):
```
! wB97M-V def2-TZVPD RIJCOSX def2/J DEFGRID3
* xyz 0 1
C 1.399 -0.508 -0.999
C 0.969 1.804 -0.177
C 0.887 0.301 0.214
C -0.438 -0.058 0.675
C -1.652 0.251 -0.156
N -0.653 -0.452 1.967
O -0.668 -2.530 -0.060
F -1.938 1.590 0.014
F -1.557 -0.069 -1.513
F -2.786 -0.332 0.267
H 1.397 -1.608 -0.876
H 0.773 -0.240 -1.861
H 2.377 -0.497 -1.207
H 1.917 1.874 -0.702
H 0.163 2.163 -0.896
H 0.888 2.451 0.753
H 1.569 0.161 0.944
H -1.600 -0.918 2.164
H 0.012 -0.979 2.379
H -1.059 -2.405 -0.930
*
```